The molecule C29H26N4. Source: the OMol25 dataset; level of theory: ωB97M-V/def2-TZVPD.

XYZ file:
```
59
Properties=species:S:1:pos:R:3:forces:R:3
C 0.731347 0.038978 0.282820 0.019 -0.638 -0.586
C 0.514535 -0.610680 -0.901312 -0.071 0.056 0.734
N 1.294929 -1.588748 -1.426376 0.204 -0.840 -0.082
C 0.855354 -2.314900 -2.633630 0.130 0.765 0.151
C -0.508965 -2.970674 -2.551093 -0.254 -0.119 0.036
C -1.154381 -3.236271 -3.765580 -0.154 -0.005 0.247
C -2.403644 -3.853771 -3.787057 0.066 -0.058 0.297
C -3.028190 -4.207050 -2.581774 0.451 0.238 0.081
C -2.401913 -3.903341 -1.366566 0.151 0.018 -0.263
C -1.144432 -3.283693 -1.345047 -0.068 -0.122 -0.308
C 2.495419 -2.055066 -0.705513 -0.657 -0.119 -0.271
C 3.512751 -0.952216 -0.539374 0.488 0.185 0.140
C 4.181614 -0.749966 0.677420 -0.173 0.241 -0.395
C 5.005763 0.369103 0.839575 0.144 -0.214 -0.202
C 5.223875 1.243900 -0.229213 -0.322 -0.120 -0.056
C 4.571617 1.025700 -1.449192 0.179 -0.323 0.149
C 3.749018 -0.089861 -1.610413 0.041 0.258 0.169
C -0.074742 1.234293 0.582784 -0.832 1.047 -0.429
C 0.501210 2.107295 1.732735 -0.043 -0.134 -0.334
C 0.545844 3.507837 1.607619 -0.214 0.077 0.366
C 1.073219 4.323205 2.624862 0.126 -0.312 0.065
C 1.629432 3.762882 3.784697 -0.253 -0.498 -0.665
C 1.682919 2.363618 3.870577 -0.162 0.139 -0.411
C 1.152155 1.551012 2.845315 -0.185 0.205 0.645
N -1.814007 0.786608 0.722203 -0.270 -0.800 0.045
N -1.934701 -0.507235 1.034240 -1.256 -0.612 1.245
N -3.169894 -0.862706 1.387642 1.619 1.636 -0.854
C -3.941471 0.288788 1.242756 0.320 -0.248 0.098
C -5.291052 0.503538 1.604321 -0.198 0.112 -0.323
C -5.881263 1.736163 1.337346 1.048 -0.318 -0.165
C -5.089154 2.732436 0.730658 1.337 0.472 -0.726
C -3.725871 2.546245 0.386780 -0.337 -0.156 0.636
C -3.128475 1.315516 0.722717 0.313 0.200 0.641
H 1.539286 -0.325375 0.949589 -0.839 0.676 -0.433
H -0.421214 -0.416774 -1.447498 0.608 0.142 -0.043
H 1.641472 -3.038435 -2.907015 -0.351 0.225 0.210
H 0.808808 -1.580182 -3.455668 0.079 -0.249 0.074
H -0.666250 -2.917740 -4.690203 -0.201 -0.201 0.170
H -2.891035 -4.058829 -4.738899 0.085 0.044 0.210
H -3.996898 -4.704200 -2.587547 0.205 0.156 -0.008
H -2.885116 -4.146103 -0.422165 0.054 0.076 -0.210
H -0.672889 -3.029846 -0.392256 -0.193 -0.093 -0.286
H 2.190427 -2.443696 0.278693 0.162 0.018 -0.124
H 2.902113 -2.892468 -1.293266 -0.061 0.262 0.287
H 4.039035 -1.468488 1.490884 -0.042 0.362 -0.170
H 5.488686 0.553151 1.800787 -0.079 -0.096 -0.296
H 5.903784 2.089367 -0.120689 -0.281 -0.163 0.046
H 4.709674 1.715234 -2.280611 0.068 -0.162 0.181
H 3.257831 -0.286562 -2.568541 0.089 0.196 0.356
H -0.220046 1.859057 -0.328077 0.170 -0.347 0.856
H 0.150750 3.986405 0.708912 0.000 -0.172 0.247
H 1.070212 5.408866 2.520304 -0.072 -0.303 -0.120
H 2.034376 4.396883 4.581646 -0.196 -0.300 -0.370
H 2.148594 1.912464 4.748294 -0.158 -0.032 -0.318
H 1.224735 0.467938 2.967638 -0.140 0.319 -0.099
H -5.849505 -0.299071 2.079654 0.097 0.068 -0.154
H -6.923459 1.968855 1.550984 0.287 -0.266 0.120
H -5.530391 3.710594 0.518819 0.100 -0.370 -0.015
H -3.081827 3.288017 -0.088695 -0.582 0.194 0.213
```
Forces are in eV/Å.

As for the HOMO energy: -0.291 hartree. Its orbital gap is 8.4 eV. The SMILES is C(=C\N(Cc1ccccc1)Cc1ccccc1)/[C@H](c1ccccc1)n1nnc2ccccc21. For the energy, the calculation gives -36452.59393 eV. As for the total charge: 0.

---

C29H26N4O3PPdS3 as an isolated structure. Source: the OMol25 dataset; level of theory: ωB97M-V/def2-TZVPD.

XYZ file:
```
67
Properties=species:S:1:pos:R:3:forces:R:3
Pd 0.770815 1.665182 -1.202970 -0.331 1.244 0.091
O 2.987415 1.684182 -2.144670 0.061 -0.187 0.114
S 3.370815 0.379782 -1.604670 1.220 -0.598 -0.837
O 4.411115 -0.259218 -2.384870 0.190 0.006 0.192
O 2.231915 -0.507518 -1.336770 0.610 -0.258 -0.271
C 4.092215 0.753082 0.000330 -0.461 -0.139 -0.382
C 5.442615 1.010882 0.099730 0.335 -0.003 -0.042
C 5.982915 1.363882 1.325630 -0.090 -0.088 -0.021
C 5.157615 1.433982 2.437830 0.097 0.099 0.160
C 3.802015 1.174582 2.334430 -0.032 -0.076 -0.178
C 3.251715 0.832182 1.100130 0.056 0.015 0.149
P 1.472015 0.553882 0.811530 -0.136 0.595 1.028
C 0.794415 1.413382 2.292030 -0.029 -0.079 -0.180
C 0.466915 0.867582 3.526030 0.048 -0.083 -0.065
C -0.116885 1.655782 4.504230 -0.028 -0.029 0.178
C -0.350585 3.001682 4.274930 -0.078 0.031 0.082
C -0.004585 3.560382 3.052430 -0.056 0.062 0.065
C 0.544715 2.764582 2.066230 0.109 0.125 -0.223
C 1.313415 -1.195518 1.289030 -0.202 -0.022 -0.059
C 0.028515 -1.680718 1.520430 0.026 0.054 0.003
C -0.176685 -3.019318 1.795630 -0.147 -0.192 0.021
C 0.895415 -3.897118 1.842930 -0.013 -0.036 0.055
C 2.176115 -3.418518 1.620930 0.096 -0.093 -0.004
C 2.386015 -2.079218 1.339130 -0.067 0.117 0.019
H 6.054215 0.919382 -0.784070 0.081 0.016 -0.109
H 7.039015 1.575682 1.423930 0.045 -0.007 -0.046
H 5.580815 1.701782 3.395730 0.006 0.025 0.108
H 3.164315 1.242182 3.205230 0.013 0.016 0.041
H 0.656715 -0.177618 3.728230 -0.003 -0.098 -0.024
H -0.393985 1.208382 5.450330 0.001 0.022 0.063
H -0.818385 3.598882 5.046930 0.007 0.083 -0.001
H -0.186485 4.605182 2.844830 -0.038 0.099 0.056
H 0.774815 3.173782 1.079130 -0.110 -0.023 0.243
H -0.809085 -0.996418 1.474530 -0.053 -0.005 -0.007
H -1.179985 -3.387018 1.960330 -0.089 -0.015 0.027
H 0.733715 -4.947418 2.052730 -0.006 0.008 -0.002
H 3.018415 -4.096018 1.657830 0.057 -0.030 -0.015
H 3.384315 -1.714618 1.144230 0.073 -0.033 -0.017
N -0.771285 2.166682 -3.563370 -0.419 -0.215 -0.598
C 0.191815 2.856482 -2.825670 -0.288 0.266 0.234
N 1.284215 3.262382 -3.579670 0.575 0.248 -0.604
S -0.317085 3.851682 -1.538270 -0.178 0.193 0.558
H -0.422885 1.398282 -4.124670 -0.050 0.047 0.157
H -1.612685 1.947482 -3.044370 0.314 -0.025 -0.067
H 1.724215 2.498382 -4.083770 0.031 0.076 0.152
H 1.976915 3.722482 -2.994170 -0.208 -0.304 -0.154
S -4.468685 -0.842718 -3.508570 0.074 0.204 0.009
C -3.188285 -0.189018 -2.439570 0.155 -0.287 -0.071
C -3.435485 0.845382 -1.541270 -0.029 -0.181 -0.121
C -2.432285 1.190782 -0.652070 0.127 0.011 0.102
N -1.242585 0.578982 -0.598570 -0.843 -0.593 -0.119
C -0.994485 -0.380918 -1.509670 0.035 -0.139 0.398
C -1.926485 -0.783018 -2.449570 -0.525 0.168 -0.112
C -4.980485 -2.238518 -2.537570 0.119 -0.057 0.087
C -5.185285 -3.471418 -3.149770 -0.023 0.271 0.081
C -5.530385 -4.547718 -2.353270 -0.108 -0.122 -0.113
N -5.702285 -4.472218 -1.043370 -0.065 -0.369 0.262
C -5.529885 -3.290618 -0.471170 0.003 0.222 0.116
C -5.171785 -2.147318 -1.163070 -0.029 -0.031 -0.148
H -4.403285 1.325682 -1.509770 -0.009 0.076 0.010
H -2.585985 1.983082 0.071530 0.020 0.017 -0.031
H -0.027585 -0.875918 -1.433270 -0.150 0.033 -0.018
H -1.708885 -1.571218 -3.154070 0.088 -0.091 -0.016
H -5.074985 -3.580918 -4.215970 0.126 -0.055 -0.136
H -5.669285 -5.535118 -2.774070 -0.012 -0.023 -0.200
H -5.691285 -3.260318 0.600130 0.026 0.090 0.038
H -5.051885 -1.204818 -0.652570 0.082 0.049 0.088
```
Forces are in eV/Å.

As for the HOMO energy: -0.133 hartree. The relative energy (zero: lowest compared OMol25 entry of this formula, charge and spin) is 23.03 kcal per mole. Its orbital gap is 5.9 eV. For the energy, the calculation gives -87874.87797 eV. As for the total charge: -1.

---

A 4-piece molecular cluster, C29H26N4S overall. Source: the OMol25 dataset; level of theory: ωB97M-V/def2-TZVPD.

XYZ file:
```
60
Properties=species:S:1:pos:R:3:forces:R:3
C 0.521784 -1.862047 -1.340164 0.535 0.390 -0.219
C 1.236758 -0.803305 -1.811959 -0.174 -0.433 0.534
C 1.243902 0.430085 -0.970188 1.351 -0.494 0.473
C 2.317261 0.822464 -0.169886 -0.516 0.499 -0.139
C 2.202695 1.986249 0.578248 0.512 -0.215 0.182
C 1.051734 2.744588 0.567212 -0.367 0.131 0.200
C -0.043844 2.359153 -0.197956 0.662 -0.273 -0.038
C 0.080268 1.207789 -0.976516 -0.773 -0.046 -0.150
S -1.325651 0.779906 -1.990669 -0.051 -0.023 -0.090
C -2.615458 1.202616 -0.841267 0.815 0.175 -0.275
C -3.754724 0.422276 -0.728081 -0.015 0.038 0.035
C -4.742526 0.760508 0.188015 0.519 0.070 -0.255
C -4.548572 1.889715 0.973492 -0.385 -0.221 0.052
C -3.410339 2.667868 0.850386 0.035 0.138 0.113
C -2.412829 2.333789 -0.058561 -0.734 -0.134 -0.046
N -1.237877 3.122756 -0.182637 -0.022 -0.720 0.717
H 0.787975 -2.228374 -0.350426 -1.365 0.887 0.739
H -0.331859 -2.286824 -1.859347 1.024 -1.299 -0.669
H 1.768610 -0.827176 -2.759728 -1.251 0.679 -0.772
H 3.217114 0.228409 -0.126377 0.078 -0.042 -0.096
H 3.040397 2.289079 1.191617 -0.015 0.128 0.039
H 0.982424 3.652188 1.155387 0.075 0.005 0.056
H -3.845541 -0.445475 -1.366569 -0.034 -0.110 0.055
H -5.610953 0.126824 0.282370 -0.132 0.098 0.088
H -5.304327 2.147688 1.702779 0.031 0.138 0.040
H -3.303518 3.547416 1.475474 0.067 0.010 0.014
H -1.203287 3.678753 0.664763 0.058 0.494 -0.313
C 2.692971 3.378191 -4.854555 -0.005 -0.029 -0.051
C 1.888856 3.022444 -3.784671 0.035 0.008 -0.031
C 2.167931 3.569636 -2.540562 0.080 0.081 -0.004
N 3.170658 4.418602 -2.314380 -0.010 -0.044 -0.116
C 3.934303 4.748083 -3.355293 0.017 0.033 0.105
C 3.739504 4.261011 -4.638676 -0.025 -0.021 0.013
H 2.507719 2.974267 -5.842039 0.001 0.004 0.002
H 1.060941 2.336073 -3.907169 -0.022 0.020 0.035
H 1.564353 3.321510 -1.679299 0.020 0.009 -0.153
H 4.743313 5.438688 -3.141910 0.013 0.002 -0.057
H 4.391076 4.565779 -5.446307 0.012 0.012 0.014
C 2.636885 -1.058771 3.895950 0.045 0.004 -0.005
C 2.349378 -1.338648 5.222165 -0.010 0.009 -0.032
C 1.019700 -1.474547 5.591982 -0.103 -0.007 0.028
N -0.000512 -1.347834 4.745046 0.097 0.000 -0.033
C 0.294990 -1.076929 3.474655 -0.116 -0.019 0.027
C 1.589296 -0.925225 2.999704 0.004 -0.035 0.011
H 3.662170 -0.946058 3.566016 -0.003 -0.001 0.000
H 3.136868 -1.449887 5.955016 -0.015 -0.006 0.016
H 0.749917 -1.696475 6.618823 0.054 0.003 0.015
H -0.554800 -0.976076 2.806945 0.040 0.023 -0.049
H 1.767711 -0.706692 1.956089 -0.045 0.023 -0.004
C -1.999599 -6.382324 0.665082 0.002 -0.040 0.015
C -1.664799 -5.177189 1.260898 -0.007 -0.051 -0.018
C -1.819199 -4.015325 0.521489 -0.013 0.198 -0.033
N -2.270321 -3.987234 -0.731133 0.005 -0.104 0.009
C -2.587561 -5.154931 -1.287760 -0.012 0.078 -0.068
C -2.472357 -6.374380 -0.637461 0.014 0.027 0.041
H -1.894656 -7.313251 1.207639 0.000 0.003 -0.002
H -1.292853 -5.136337 2.275527 -0.002 0.029 0.000
H -1.573672 -3.047895 0.946708 0.028 -0.030 0.068
H -2.951309 -5.103225 -2.308337 -0.006 -0.057 0.002
H -2.746522 -7.291971 -1.139597 -0.003 0.010 -0.019
```
Forces are in eV/Å.

As for the HOMO energy: -0.285 hartree. Its orbital gap is 8.1 eV. The SMILES is C=Cc1cccc2c1Sc1ccccc1N2.c1ccncc1.c1ccncc1.c1ccncc1. For the energy, the calculation gives -47287.79481 eV. As for the total charge: 0.

---

C29H27AsClMnO3S as an isolated structure. Source: the OMol25 dataset; level of theory: ωB97M-V/def2-TZVPD.

XYZ file:
```
63
Properties=species:S:1:pos:R:3:forces:R:3
Mn -0.893626 0.011419 0.429487 -0.899 -0.393 2.824
C -3.695560 1.044728 3.337875 0.180 -0.114 -0.217
C -2.606490 0.073785 2.901552 0.566 0.382 1.115
C -2.670589 -1.228064 3.697500 0.109 0.028 -0.212
O -2.745319 -0.197577 1.492524 0.280 0.189 -0.401
C -1.184080 0.714469 3.102176 -1.979 -0.617 1.191
O -0.846983 1.080394 4.198328 0.095 0.037 -0.314
O -0.476019 0.756611 2.032277 1.519 0.839 -1.333
H -4.664332 0.545069 3.324241 -0.085 0.007 0.018
H -3.733191 1.906353 2.674235 0.012 0.080 -0.040
H -3.489849 1.389283 4.345523 0.019 0.000 0.126
H -3.635216 -1.714429 3.546029 -0.093 -0.013 0.031
H -2.547810 -1.010685 4.754290 -0.033 0.067 0.076
H -1.881072 -1.916101 3.391890 -0.118 0.069 0.053
H -3.583584 -0.664496 1.378613 0.160 -0.036 -0.413
S -0.187013 -2.116810 1.415906 -0.520 0.805 -1.170
C 1.367764 -1.610780 2.040814 0.279 0.336 -0.257
C 1.792282 -1.951998 3.318353 -0.093 -0.027 -0.157
C 3.026453 -1.508076 3.763408 0.078 0.056 -0.141
C 3.850525 -0.754324 2.936722 -0.034 0.041 0.000
C 3.425185 -0.399247 1.662485 0.017 0.100 -0.223
C 2.185257 -0.823148 1.213035 -0.374 -0.099 0.312
As 1.296666 -0.238767 -0.397793 1.689 -0.801 -0.189
C 1.332530 -1.759540 -1.623984 -0.299 0.152 -0.053
C 0.789348 -1.585333 -2.897209 0.145 0.313 0.182
C 0.615608 -2.676246 -3.731865 0.013 -0.026 -0.017
C 0.984145 -3.941493 -3.295681 -0.029 -0.017 -0.036
C 1.543052 -4.116899 -2.040318 0.052 0.047 0.036
C 1.715601 -3.027491 -1.201887 0.199 0.270 0.278
C 2.580757 0.978422 -1.210312 -0.402 0.214 -0.050
C 2.549599 2.339110 -0.921438 -0.185 -0.110 0.151
C 3.479781 3.188386 -1.502243 -0.070 0.003 0.070
C 4.446487 2.676632 -2.354700 0.026 0.045 -0.007
C 4.486436 1.320297 -2.640783 -0.080 -0.031 0.084
C 3.550287 0.469849 -2.073572 -0.234 -0.328 0.118
H 1.138946 -2.516413 3.966705 0.008 -0.105 0.064
H 3.337159 -1.741475 4.770280 0.064 -0.023 0.067
H 4.809274 -0.412850 3.299007 0.042 -0.001 -0.011
H 4.037398 0.221862 1.014360 0.023 -0.048 0.158
H 0.510918 -0.583277 -3.222622 -0.012 -0.204 -0.073
H 0.182180 -2.547344 -4.713511 0.021 0.032 -0.049
H 0.836712 -4.796176 -3.937850 -0.012 -0.065 -0.082
H 1.838777 -5.100084 -1.702890 0.021 -0.037 -0.024
H 2.162634 -3.151873 -0.219691 -0.107 -0.078 -0.084
H 1.804828 2.718503 -0.227796 0.074 0.105 -0.087
H 3.440660 4.248176 -1.293138 0.053 0.020 0.039
H 5.178621 3.337826 -2.794084 0.019 0.059 -0.056
H 5.237557 0.923901 -3.309308 0.031 -0.014 0.008
H 3.564887 -0.595037 -2.285831 0.071 0.129 -0.084
Cl -1.892654 -0.783949 -1.384782 -0.432 -1.011 -1.036
C -2.880928 0.601189 -1.778575 -0.362 0.963 0.150
C -4.061684 0.481622 -2.480365 0.050 -0.162 -0.046
C -4.829460 1.622089 -2.675789 0.163 -0.104 0.025
C -4.410555 2.837577 -2.158627 -0.065 -0.023 -0.083
C -3.219618 2.932206 -1.459216 0.106 -0.138 0.070
C -2.417402 1.810820 -1.263242 -0.264 -0.648 -0.007
C -1.101654 1.849748 -0.566058 0.684 0.454 -0.959
H -4.390775 -0.472167 -2.861942 -0.003 -0.122 -0.017
H -5.751007 1.539480 -3.228255 -0.125 0.047 -0.030
H -5.014721 3.720966 -2.301555 -0.035 0.050 -0.015
H -2.901174 3.886430 -1.071926 0.074 0.134 0.098
H -1.068078 2.683907 0.146039 0.199 -0.513 0.219
H -0.317873 2.031041 -1.324818 -0.198 -0.166 0.409
```
Forces are in eV/Å.

As for the HOMO energy (alpha / beta): -0.407 / -0.401 hartree. The spin multiplicity is 2. Its orbital gap (alpha / beta) is 5.7 / 5.5 eV. For the energy, the calculation gives -152161.96191 eV. As for the total charge: +1.